ORCA calculation (wB97M-V/def2-TZVPD) on a molecular structure, C22H41AlBeBr2F8LiN4O9PSi2.

The energy is -8890.93151 hartree. As for the largest force on an atom: 6.0 eV/A. The HOMO energy is -0.1885 hartree. The value obtained for the HOMO-LUMO gap is 0.86 eV. The LUMO energy is -4.27 eV.

Geometry as XYZ:
```
92
Properties=species:S:1:pos:R:3:forces:R:3
C -2.593 4.795 -0.496 0.9 1.0 0.1
C -1.285 4.232 0.124 -1.6 0.4 -0.2
Br 0.267 4.468 -0.947 -0.3 0.0 0.5
C -1.294 3.632 1.323 0.4 0.3 -0.9
Br -3.090 3.543 2.083 1.0 -0.5 0.4
C -0.044 3.063 2.007 -0.9 -0.6 1.2
C 0.532 1.811 1.325 -0.1 0.0 -1.7
N 1.493 1.053 2.195 0.3 1.2 0.9
C 1.738 1.677 3.433 -1.9 -0.3 0.9
N 2.964 1.861 3.900 0.3 -0.5 0.5
N 0.690 2.072 4.240 1.9 0.8 -1.8
C -0.464 2.639 3.467 -0.8 -0.1 -0.9
H -3.334 4.014 -0.750 0.7 0.3 0.0
H -2.305 5.436 -1.357 -0.4 -0.5 0.4
H -3.087 5.478 0.239 0.5 -0.5 -0.5
H 0.720 3.880 2.026 -0.4 -0.5 0.1
H 1.110 2.107 0.414 -0.6 -0.2 0.7
H -0.249 1.100 0.966 0.4 0.7 0.5
H 1.176 0.091 2.326 0.2 0.3 0.2
H 3.083 1.907 4.907 0.1 0.5 -0.3
H 3.788 1.968 3.322 -0.4 -0.6 -0.1
H 1.001 2.705 4.975 -0.2 -0.2 0.0
H -1.237 1.836 3.411 0.4 0.9 0.0
H -0.870 3.564 3.940 0.4 -1.1 0.2
C -4.698 -2.547 -4.716 0.0 -0.3 0.2
Si -4.068 -2.311 -2.951 0.4 1.9 -0.4
C -2.723 -3.609 -2.681 -0.1 -0.5 0.0
C -5.514 -2.699 -1.807 -0.1 -0.5 0.0
N -3.491 -0.709 -2.782 0.3 -0.9 1.1
Si -2.842 -0.122 -1.318 -1.0 0.1 -2.2
C -1.287 -1.063 -0.775 0.3 0.0 0.5
C -4.083 -0.143 0.101 0.4 0.0 0.5
C -2.326 1.680 -1.561 0.2 -0.6 0.5
H -5.079 -3.564 -4.852 0.0 0.0 -0.1
H -5.510 -1.847 -4.932 0.1 0.0 0.0
H -3.895 -2.383 -5.439 0.0 0.0 0.0
H -3.078 -4.595 -3.002 0.1 0.0 0.0
H -2.447 -3.693 -1.628 0.0 0.0 0.0
H -1.829 -3.368 -3.259 0.0 0.1 0.0
H -6.277 -1.921 -1.868 0.1 0.0 0.0
H -5.195 -2.797 -0.767 0.0 0.1 0.0
H -5.979 -3.649 -2.094 -0.1 0.0 0.0
H -1.525 -2.063 -0.408 0.0 0.0 -0.1
H -0.788 -0.528 0.044 0.1 0.0 0.1
H -0.579 -1.150 -1.601 -0.1 0.0 -0.1
H -5.029 0.308 -0.204 0.0 0.0 -0.1
H -3.695 0.430 0.953 -0.1 0.0 0.1
H -4.278 -1.157 0.457 -0.1 0.0 0.0
H -3.183 2.292 -1.838 0.0 -0.1 -0.2
H -1.567 1.769 -2.338 -0.1 0.1 -0.1
H -1.911 2.079 -0.634 0.0 0.0 0.0
C -3.355 2.747 -5.947 0.1 -0.1 0.0
C -2.773 3.843 -5.070 -0.9 -2.1 -2.1
O -2.360 3.499 -3.957 0.2 2.8 0.6
O -2.772 5.025 -5.599 0.7 1.0 3.6
H -3.322 1.784 -5.441 0.0 0.1 0.1
H -4.393 2.979 -6.189 0.1 0.1 -0.1
H -2.785 2.674 -6.875 -0.1 0.1 0.0
C 3.814 -1.587 0.781 -0.8 0.1 0.0
C 4.911 -1.185 1.794 -0.7 0.3 -0.9
C 6.290 -0.880 1.202 1.0 0.5 0.2
F 6.823 -1.937 0.563 -0.2 -0.1 0.1
F 7.150 -0.556 2.195 -0.3 0.0 0.2
F 4.983 -2.160 2.782 0.4 0.2 0.1
F 4.484 -0.064 2.418 0.3 -0.3 -0.2
O 3.571 -3.002 0.602 1.7 -0.2 0.4
C 4.405 -3.687 -0.314 -1.3 1.5 -0.9
C 5.284 -4.750 0.366 0.2 -1.2 -2.4
F 6.086 -4.188 1.367 0.8 0.4 -0.6
F 6.110 -5.312 -0.509 -0.1 0.3 0.2
F 5.120 -2.804 -1.016 0.4 -0.4 0.1
F 3.600 -4.299 -1.181 0.3 -0.5 0.5
H 2.878 -1.203 1.189 0.1 -0.2 0.1
H 3.927 -1.079 -0.176 0.3 -0.1 0.1
H 6.240 -0.036 0.510 -0.3 0.0 0.0
H 4.674 -5.536 0.824 -0.2 0.0 -0.1
Al 4.761 -4.310 2.706 -1.5 -0.5 3.1
O -2.026 7.031 -2.887 -2.1 -3.8 -2.5
P -0.814 8.072 -2.753 3.0 -0.2 -1.0
O -1.160 9.387 -3.483 -0.6 0.6 0.9
O 0.439 7.451 -3.352 -0.7 -0.6 0.0
O -0.591 8.375 -1.255 -0.8 0.9 0.3
Be -2.355 5.736 -3.965 1.4 2.2 0.5
O 2.867 -6.416 4.970 0.7 -1.1 0.6
C 2.939 -7.097 6.039 -3.9 4.5 0.8
C 4.055 -8.373 5.805 3.8 -4.4 -0.8
O 4.106 -9.051 6.867 -0.6 1.2 -0.7
H 2.016 -7.587 6.391 0.2 -1.0 -0.8
H 3.288 -6.579 6.949 1.2 -0.2 -0.3
H 4.982 -7.869 5.472 -0.2 0.9 0.8
H 3.708 -8.878 4.887 -1.2 0.2 0.3
Li -0.636 10.248 -1.884 -0.3 -1.0 -0.3
```
Forces are in eV/Å.

Mulliken atomic charge list, values in e, 8 entries: number 1, C, carries -0.444; number 2, C, carries 0.016; number 3, Br, carries -0.087; number 4, C, carries -0.266; number 5, Br, carries -0.140; number 6, C, carries 0.937; number 7, C, carries -0.684; number 8, N, carries 0.028

---

ORCA calculation (wB97M-V/def2-TZVPD) on 13 unconnected molecules or ions with the total composition C64H126O14.

The energy is -3567.47720 hartree. As for the largest force on an atom: 4.7 eV/A. For the relative energy (zero: lowest compared OMol25 entry of this formula, charge and spin), the calculation gives 79.95 kcal/mol. The HOMO energy is -0.3380 hartree. The value obtained for the HOMO-LUMO gap is 9.13 eV. The LUMO energy is -0.07 eV.

Geometry as XYZ:
```
204
Properties=species:S:1:pos:R:3:forces:R:3
C -7.078 -2.075 3.688 -0.2 0.7 -0.1
C -5.883 -2.292 2.751 0.3 0.4 0.6
C -5.495 -1.152 1.764 -1.6 -0.6 0.2
C -6.608 -1.011 0.698 1.1 0.6 -0.8
C -6.280 0.179 -0.300 -0.2 -0.6 0.5
C -6.921 0.154 -1.680 -0.8 -1.4 0.2
H -8.069 -2.118 3.235 0.1 0.0 -0.5
H -7.000 -1.077 4.119 0.0 0.0 0.2
H -7.138 -2.794 4.504 0.4 -0.1 0.0
H -5.010 -2.398 3.396 0.1 -0.3 0.1
H -6.034 -3.248 2.248 0.2 0.0 -0.4
H -4.512 -1.404 1.368 -0.1 -0.1 -0.5
H -5.352 -0.185 2.248 -0.1 0.0 0.4
H -6.710 -1.990 0.229 0.2 0.0 -0.6
H -7.586 -0.884 1.162 0.1 0.4 0.2
H -6.563 1.090 0.227 0.2 0.0 0.0
H -5.207 0.214 -0.491 0.2 -0.1 0.5
H -7.976 0.423 -1.636 0.1 0.5 -0.2
H -6.369 0.626 -2.492 -0.1 0.6 0.3
H -6.967 -0.892 -1.982 0.1 -0.3 -0.2
C -6.547 2.243 -7.568 -0.1 -0.3 0.0
C -5.878 1.250 -6.604 0.5 0.8 0.9
C -4.788 1.903 -5.674 -0.9 0.2 -0.1
C -3.988 0.918 -4.830 1.0 0.3 -0.1
C -2.991 1.519 -3.773 -0.9 -1.6 0.1
C -3.627 2.294 -2.639 0.0 0.8 -1.0
H -5.892 2.761 -8.269 0.3 -0.1 0.2
H -7.093 2.995 -6.999 0.1 0.1 0.1
H -7.304 1.746 -8.175 0.0 -0.2 0.0
H -6.677 0.904 -5.948 0.0 -0.3 0.1
H -5.470 0.359 -7.080 0.1 0.1 -0.3
H -5.293 2.596 -5.002 -0.3 0.1 0.0
H -4.134 2.543 -6.267 0.3 -0.1 -0.2
H -4.644 0.176 -4.376 -0.1 0.0 0.2
H -3.365 0.378 -5.543 0.1 -0.4 0.0
H -2.564 0.697 -3.199 0.5 -0.5 -0.7
H -2.172 2.037 -4.272 -0.1 0.3 0.1
H -4.181 3.098 -3.124 -0.2 0.4 0.7
H -4.295 1.680 -2.036 0.0 0.0 -0.1
H -2.816 2.681 -2.022 -0.2 0.2 0.2
C -3.185 -9.675 4.418 -0.1 -1.8 -0.5
C -3.015 -8.390 5.147 -1.0 0.7 -1.6
C -2.703 -7.340 4.037 1.1 0.7 0.6
C -2.856 -5.883 4.511 -1.0 -0.2 0.5
C -2.264 -4.764 3.696 0.8 -0.9 -1.2
C -2.547 -4.973 2.164 1.3 1.3 1.2
H -2.357 -9.915 3.750 0.2 0.0 0.0
H -4.079 -9.650 3.795 0.0 0.1 -0.1
H -3.328 -10.549 5.053 0.1 0.0 0.3
H -4.035 -8.193 5.477 0.2 0.5 0.8
H -2.311 -8.479 5.974 0.0 0.5 -0.1
H -3.240 -7.520 3.105 -0.6 -0.2 0.3
H -1.677 -7.489 3.701 0.4 0.0 0.2
H -3.912 -5.616 4.532 -0.4 -0.4 0.3
H -2.518 -5.865 5.547 0.1 0.3 0.1
H -2.588 -3.775 4.021 -0.4 -0.1 0.1
H -1.187 -4.748 3.860 0.2 -0.1 -0.3
H -2.159 -4.054 1.725 -0.6 0.3 -0.5
H -1.855 -5.691 1.724 -0.5 -0.6 0.2
H -3.607 -5.128 1.966 0.2 -0.1 -0.2
C 6.230 4.689 1.449 -0.6 0.1 0.0
C 4.742 4.969 1.268 -0.9 0.2 -1.1
C 4.285 4.832 -0.204 0.7 -0.6 0.2
C 2.808 4.999 -0.536 -1.1 0.4 1.4
C 1.819 4.227 0.393 -0.4 -0.6 -1.2
C 0.314 4.418 0.099 0.0 0.4 0.0
H 6.568 5.127 2.388 0.2 -0.4 0.1
H 6.860 5.081 0.651 -0.1 0.1 -0.1
H 6.290 3.601 1.445 0.6 0.0 0.2
H 4.192 4.184 1.788 -0.1 0.3 0.4
H 4.412 5.945 1.624 0.2 0.1 0.3
H 4.616 3.825 -0.461 -0.1 -0.3 -0.4
H 4.885 5.492 -0.830 0.0 0.2 -0.1
H 2.543 6.048 -0.403 0.1 0.4 -0.3
H 2.580 4.733 -1.568 0.2 0.0 -0.1
H 1.958 3.174 0.148 0.4 -0.3 0.7
H 1.988 4.416 1.453 0.2 -0.1 -0.1
H -0.049 5.423 0.317 0.2 0.3 -0.2
H 0.041 4.168 -0.926 0.2 0.2 -0.3
H -0.340 3.784 0.698 0.3 -0.3 0.4
C 7.502 1.000 -2.661 0.9 1.0 0.6
C 6.979 1.063 -1.227 -1.2 -1.1 -0.2
C 6.676 -0.351 -0.671 0.3 0.8 0.5
C 5.785 -0.329 0.590 0.5 -0.4 -0.4
C 4.289 -0.331 0.257 0.1 -0.2 -0.1
C 3.745 -1.664 -0.375 0.6 0.6 0.6
H 8.583 0.866 -2.643 0.1 -0.6 -0.2
H 7.416 1.993 -3.103 -0.3 0.0 -0.3
H 7.011 0.257 -3.290 0.0 0.0 0.2
H 7.670 1.481 -0.494 0.1 0.5 -0.4
H 6.064 1.655 -1.229 -0.1 0.2 0.2
H 7.687 -0.687 -0.440 -0.1 -0.8 0.1
H 6.229 -1.008 -1.416 0.1 0.0 -0.1
H 6.064 -1.160 1.239 -0.2 -0.3 0.0
H 6.027 0.545 1.195 0.0 0.3 -0.1
H 3.773 -0.033 1.170 -0.4 -0.2 -0.1
H 4.168 0.500 -0.438 -0.4 0.1 -0.1
H 2.771 -2.006 -0.024 -0.1 0.4 0.3
H 3.661 -1.604 -1.460 0.2 0.0 -0.1
H 4.442 -2.459 -0.109 0.0 -0.2 -0.2
C 1.460 1.881 -3.549 0.6 0.0 0.1
C 2.814 1.201 -3.048 -1.4 0.6 -0.7
C 3.784 0.722 -4.189 0.0 0.6 1.3
C 4.631 1.836 -4.802 -0.4 0.4 0.1
C 5.629 1.403 -5.843 -0.4 -1.0 -0.1
C 6.276 2.559 -6.483 1.6 1.9 -1.1
H 1.000 1.320 -4.363 0.3 0.0 -0.2
H 1.551 2.927 -3.840 0.6 0.0 -0.5
H 0.637 1.990 -2.843 0.3 -0.6 0.7
H 3.315 1.903 -2.381 0.2 0.1 -0.1
H 2.512 0.389 -2.388 0.1 -0.4 -0.2
H 3.253 0.144 -4.945 -0.1 0.1 -0.2
H 4.501 0.042 -3.730 0.0 -0.3 0.1
H 4.007 2.619 -5.231 -0.3 0.0 -0.1
H 5.231 2.359 -4.057 -0.2 -0.1 0.5
H 6.407 0.779 -5.405 -0.1 -0.2 0.1
H 5.137 0.797 -6.603 -0.1 -0.2 -0.1
H 5.645 3.250 -7.042 -0.5 -0.3 0.0
H 6.818 3.228 -5.815 -0.2 -0.1 0.7
H 7.082 2.317 -7.176 -0.1 -0.5 -0.2
O -0.439 -0.883 -2.843 -0.9 -0.6 -3.7
C -0.732 -1.265 -3.999 1.6 -0.5 3.9
O -1.864 -1.955 -4.204 -0.8 -0.1 -0.2
C -1.844 -2.642 -5.451 0.7 -0.3 -1.9
C -0.385 -2.567 -5.951 -0.6 -0.2 0.7
C 0.111 -1.327 -5.251 -0.4 0.3 0.4
H -2.440 -2.244 -6.272 -0.7 0.8 0.7
H -2.158 -3.685 -5.397 -0.1 0.1 0.8
H -0.312 -2.414 -7.027 0.1 -0.7 0.1
H 0.071 -3.468 -5.541 0.7 0.1 -0.6
H -0.286 -0.480 -5.811 0.7 0.4 -0.3
H 1.186 -1.343 -5.072 -0.2 0.6 0.1
O -1.460 3.691 7.286 2.4 -2.0 -3.5
C -0.770 3.219 6.337 -2.2 2.1 3.3
O -1.301 2.451 5.361 -0.5 0.4 0.8
C -0.344 2.223 4.357 2.2 0.0 -1.0
C 0.735 3.281 4.584 -0.1 0.7 -1.1
C 0.713 3.502 6.061 -0.5 -0.5 0.4
H -0.694 2.323 3.329 -0.7 -0.1 0.6
H 0.141 1.250 4.447 -0.5 -0.2 0.3
H 0.405 4.206 4.110 -0.1 0.2 -0.2
H 1.668 3.028 4.080 0.1 -0.2 0.3
H 1.007 4.486 6.425 -0.1 -0.2 0.0
H 1.299 2.729 6.557 0.0 0.1 0.3
O 5.449 4.141 6.197 -2.4 -2.7 -0.9
C 4.755 3.215 5.727 2.6 2.3 0.2
O 4.020 2.365 6.423 -0.5 -0.5 1.6
C 3.508 1.256 5.662 1.1 -0.3 -1.9
C 4.127 1.447 4.230 -0.7 0.1 -0.1
C 4.621 2.850 4.277 0.3 1.9 -0.4
H 2.419 1.239 5.630 0.2 0.1 0.3
H 3.913 0.295 5.978 -0.3 0.3 0.9
H 3.364 1.335 3.459 0.1 -0.3 0.0
H 4.973 0.796 4.010 -0.2 -0.3 0.2
H 3.907 3.593 3.920 -0.5 -0.1 -0.1
H 5.497 3.151 3.704 0.3 -0.5 0.2
O 3.326 -5.462 -0.865 -2.6 0.1 -0.5
C 2.171 -5.177 -1.184 3.8 -0.1 0.5
O 1.441 -4.359 -0.389 -1.3 -0.2 -1.7
C 0.327 -3.888 -1.222 -1.1 1.7 1.5
C 0.496 -4.274 -2.634 1.4 -2.5 -1.1
C 1.506 -5.480 -2.523 -0.3 0.9 0.5
H 0.261 -2.802 -1.172 0.5 0.1 0.4
H -0.648 -4.190 -0.841 0.3 -0.6 0.4
H 1.013 -3.521 -3.229 -0.4 0.2 0.0
H -0.417 -4.657 -3.088 -0.1 0.6 -0.1
H 2.228 -5.460 -3.340 0.1 -0.2 0.3
H 1.066 -6.475 -2.466 -0.2 0.1 -0.1
O -2.741 2.556 2.454 -0.4 -0.4 -0.1
C -3.568 3.102 1.773 2.4 1.4 0.4
O -4.466 2.471 1.073 -2.2 -2.7 -0.6
C -5.459 3.314 0.465 1.2 0.8 -0.3
C -4.663 4.585 0.393 -1.2 2.5 -1.3
C -3.640 4.581 1.478 -0.5 0.3 1.0
H -6.378 3.442 1.037 0.3 -0.4 0.6
H -5.762 2.999 -0.533 0.4 -0.5 0.2
H -5.403 5.384 0.450 0.3 0.5 0.1
H -4.165 4.747 -0.563 -0.1 -0.4 -0.2
H -3.956 5.083 2.392 -0.3 0.0 0.1
H -2.707 5.094 1.243 0.2 -0.6 -0.2
O 1.402 1.196 1.726 -0.7 0.1 -0.7
C 0.393 0.668 1.312 1.3 -1.0 -0.6
O -0.447 0.107 2.174 -0.7 -0.5 1.2
C -1.562 -0.575 1.560 0.6 1.1 -0.5
C -1.558 0.009 0.174 -0.1 -0.5 -1.5
C -0.097 0.313 -0.126 -0.2 1.2 1.2
H -2.478 -0.276 2.068 0.2 -0.5 0.4
H -1.326 -1.639 1.517 -0.3 -0.1 0.4
H -2.188 0.896 0.112 0.0 0.0 0.0
H -1.850 -0.736 -0.566 -0.6 0.2 0.0
H 0.032 1.166 -0.793 0.2 -0.2 0.0
H 0.363 -0.574 -0.561 0.5 0.2 0.3
O 0.838 -0.747 5.598 1.1 -2.4 -2.0
C 1.272 -1.610 4.832 0.8 2.7 1.7
O 2.608 -1.576 4.414 -0.7 1.2 0.5
C 2.913 -2.545 3.423 -1.5 -1.2 0.0
C 1.520 -3.045 2.986 -0.1 -0.5 -0.3
C 0.641 -2.781 4.207 -0.8 -0.9 -0.9
H 3.414 -3.374 3.922 0.4 0.1 -0.1
H 3.491 -2.191 2.569 0.1 0.5 0.4
H 1.528 -4.092 2.680 0.1 0.0 0.1
H 1.109 -2.513 2.129 0.2 0.3 0.0
H 0.598 -3.640 4.876 0.4 0.1 0.3
H -0.404 -2.631 3.938 0.1 0.4 0.1
```
Forces are in eV/Å.

Mulliken atomic charge list, values in e, 8 entries: number 1, C, carries -1.460; number 2, C, carries -0.496; number 3, C, carries 0.774; number 4, C, carries -1.092; number 5, C, carries 1.229; number 6, C, carries -1.530; number 7, H, carries 0.345; number 8, H, carries 0.304